one:
Entry from the OMol25 dataset: a structure of composition C5H6N2O3S3 (the ωB97M-V functional and the def2-TZVPD basis).

The calculation puts the LUMO energy at -0.24 eV. The spin multiplicity is 1. The value obtained for the HOMO energy is -9.218 eV.

Structure (XYZ):
```
19
C5H6N2O3S3 (the ωB97M-V functional and the def2-TZVPD basis)
C 2.600 -1.184 1.494
C 1.268 -0.880 1.789
C 3.179 -0.279 0.632
C 0.818 0.221 1.082
C -2.182 0.305 -1.579
N -2.464 1.617 -1.581
N -0.860 -0.042 -0.917
O -2.710 -0.513 -2.276
O -1.742 -0.086 1.588
O -0.997 2.014 0.581
S 1.986 0.948 0.115
S -0.529 -1.696 -0.827
S -0.806 0.608 0.713
H 3.163 -1.927 1.782
H 0.695 -1.414 2.595
H 4.077 -0.192 0.182
H -2.313 2.322 -0.864
H -2.999 1.891 -2.391
H -0.183 -1.715 -2.121
```

***

two:
Entry from the OMol25 dataset: a structure of composition C5H6N2O3S3 (the ωB97M-V functional and the def2-TZVPD basis).

The calculation puts the LUMO energy at -0.36 eV. The spin multiplicity is 1. The value obtained for the HOMO energy is -8.843 eV.

Structure (XYZ):
```
19
C5H6N2O3S3 (the ωB97M-V functional and the def2-TZVPD basis)
C 2.661 0.821 -2.557
C 1.406 0.317 -2.141
C 3.597 0.744 -1.552
C 1.460 -0.209 -0.873
C -3.019 -0.174 1.926
N -3.004 -0.585 0.809
N -0.989 -1.396 -0.837
O -3.157 0.135 3.048
O 0.814 -2.050 0.862
O -0.256 0.077 0.997
S 2.962 0.005 -0.157
S -0.864 -2.235 -2.182
S 0.256 -1.088 -0.001
H 2.926 1.404 -3.535
H 0.695 0.086 -2.979
H 4.736 1.063 -1.528
H -0.706 -0.194 1.855
H -2.375 -0.888 0.162
H -0.898 -3.669 -1.827
```

***

Energetically preferred structure: one | next structure: +37.6 kcal/mol

***

one:
Entry from the OMol25 dataset: an isolated molecule of C3H6N2S2 (the ωB97M-V functional and the def2-TZVPD basis).

The calculation puts the LUMO energy at 0.63 eV. The spin multiplicity is 1. The value obtained for the HOMO energy is -8.280 eV.

Structure (XYZ):
```
13
C3H6N2S2 (the ωB97M-V functional and the def2-TZVPD basis)
C -0.238 1.994 -0.114
N -1.387 1.516 -0.379
S -1.989 -0.031 -0.009
C -0.793 -1.389 -0.336
C 0.602 -1.282 0.335
S 1.642 -0.021 -0.408
N 0.959 1.369 0.317
H -0.131 3.065 -0.214
H -1.275 -2.295 0.082
H -0.665 -1.590 -1.423
H 0.472 -1.130 1.423
H 1.083 -2.216 0.149
H 1.721 2.011 0.578
```

***

two:
Entry from the OMol25 dataset: a cluster of 2 separate species, C3H6N2S2 in total (the ωB97M-V functional and the def2-TZVPD basis).

The calculation puts the LUMO energy at -0.63 eV. The spin multiplicity is 1. The value obtained for the HOMO energy is -8.101 eV.

Structure (XYZ):
```
13
C3H6N2S2 (the ωB97M-V functional and the def2-TZVPD basis)
C 0.332 -0.457 -2.193
C -1.143 -1.571 0.911
C 1.080 1.610 -0.641
N 0.207 -1.301 -3.033
N -0.340 -0.613 1.120
S 0.465 -2.667 -3.780
S -0.361 0.960 -1.593
H -2.027 -1.452 0.248
H -0.953 -2.584 1.301
H 1.910 1.807 -1.359
H 1.478 0.713 -0.013
H 0.576 2.258 0.103
H -0.386 0.330 0.849
```

***

Energetically preferred structure: one | next structure: +59.0 kcal/mol